Computed, not measured: a structure of composition C28H33BrCeFN4O2S4Sb, with wB97M-V/def2-TZVPD.

Summary:
ΔE to the lowest compared entry with this formula, charge and spin = 0.0 kJ/mol
E_LUMO = -0.049 Eh

Positions of all 75 atoms, in Å:
C (-1.8399, 0.5352, -4.6098)
Br (-0.7780, 1.9679, 3.0825)
H (0.8200, 3.8305, -1.0218)
C (2.2261, -3.0242, -2.0257)
C (-0.7036, 1.5365, -4.5818)
C (1.7187, -0.8455, 4.6829)
N (0.5710, -1.0312, 0.5900)
H (0.1119, 6.1551, -0.6027)
H (3.0435, -2.8421, -2.7128)
C (-0.6870, 5.6724, 1.3486)
H (1.2761, -3.5176, 3.9826)
H (-1.3069, -0.8063, -0.8309)
H (-3.4475, -1.6308, -1.7741)
Sb (4.5154, 2.3319, 1.2632)
C (-0.0696, -1.3257, 2.9249)
O (-1.0780, 6.9101, 1.7035)
C (-2.2088, -0.7604, -0.2202)
C (1.3845, -1.4633, 3.3301)
H (1.7052, -3.3546, 2.2764)
N (0.1405, 3.0795, 0.7643)
C (-2.7622, -1.0780, 2.2139)
C (-0.4480, -1.1512, 1.5822)
H (1.8754, -5.0745, -2.5725)
S (4.3986, -0.0373, 1.2298)
H (-0.7990, -1.5047, 4.9341)
C (-0.9158, 4.6479, 2.2539)
C (1.8461, -2.9188, 3.2663)
C (0.8284, -2.1312, -0.2221)
H (-4.1164, -1.8195, -0.1565)
H (-3.1744, -1.2986, 4.3041)
H (1.9811, -0.9445, 2.5811)
C (0.4749, 1.0622, -2.5636)
H (-2.6654, 0.9115, -5.2117)
H (1.6264, -0.8034, -3.7789)
C (0.5729, -4.4183, -0.9882)
H (-0.5637, -3.5251, 0.6092)
C (-0.0763, 5.3829, 0.1328)
H (-1.4001, 4.8338, 3.2006)
H (-0.8282, 7.5468, 1.0257)
H (2.8013, -0.8087, 4.8101)
F (2.4375, -0.8006, -1.2573)
H (-3.8073, -0.9705, 1.9452)
C (-1.0696, -1.3742, 3.8930)
H (-2.0774, 1.4137, -0.0702)
S (2.6791, 2.6015, 2.7289)
H (-2.2054, 0.3594, -3.5881)
C (0.8365, -0.3967, -4.4063)
C (0.3136, 4.0869, -0.1033)
S (6.4244, 3.3782, 1.6339)
C (-0.3798, -1.2923, -4.4366)
H (-3.0797, 0.8353, -1.4099)
C (-0.4804, 3.3934, 1.8966)
H (-0.1448, -2.2423, -4.9126)
Ce (1.8823, 0.9092, 0.7207)
H (2.9040, -2.9981, 3.5239)
N (0.4710, 1.1683, -1.4126)
H (1.3480, 0.1766, 4.7814)
H (-2.7579, -2.8234, -0.6640)
H (-0.3717, 1.7806, -5.5901)
H (-0.7219, -1.4975, -3.4119)
H (0.0661, -5.3701, -0.8945)
S (3.3659, 2.6777, -0.7822)
C (1.8159, -2.0204, -1.1879)
N (0.4551, 0.9392, -3.8772)
C (1.5790, -4.2558, -1.9312)
H (1.2313, -0.2366, -5.4088)
H (1.3082, -1.4428, 5.5015)
H (-0.9864, 2.4577, -4.0752)
C (-3.1851, -1.8210, -0.7296)
H (-3.6931, 0.7658, 0.2419)
C (0.2080, -3.3775, -0.1375)
O (-1.4206, -0.6873, -5.1877)
C (-2.7935, 0.6453, -0.3701)
C (-2.4071, -1.2574, 3.5406)
C (-1.7935, -1.0128, 1.2179)